(1)
Computed, not measured: a molecular structure, C30H20BF9Fe, with ωB97M-V/def2-TZVPD.

Properties
Charge: 0
E_LUMO (alpha / beta): 0.134 / -4.327 eV
Calculated total energy: -3342.1687 Eh
Gap between HOMO and LUMO (alpha / beta): 6.3 / 4.2 eV
Multiplicity: 5

Geometry (Å):
F (-1.205, 1.888, -5.683)
C (-0.665, 1.391, -4.524)
C (0.714, 1.473, -4.315)
C (1.197, 1.177, -3.038)
F (2.552, 0.984, -2.921)
C (0.377, 1.023, -1.901)
B (0.923, 1.078, -0.415)
C (2.415, 1.695, -0.227)
C (3.642, 1.059, 0.003)
F (3.898, -0.219, -0.471)
C (4.812, 1.701, 0.384)
C (4.842, 3.084, 0.321)
F (6.041, 3.745, 0.452)
C (3.700, 3.809, 0.013)
C (2.551, 3.089, -0.279)
F (1.515, 3.822, -0.805)
C (-0.030, 1.862, 0.616)
C (0.175, 1.686, 1.995)
F (1.227, 0.889, 2.411)
C (-0.569, 2.277, 3.011)
C (-1.584, 3.137, 2.612)
F (-2.243, 3.878, 3.561)
C (-1.889, 3.335, 1.268)
C (-1.069, 2.751, 0.311)
F (-1.251, 3.217, -0.964)
H (0.905, -0.114, 0.061)
C (-0.972, 0.827, -2.248)
F (-1.898, 0.571, -1.263)
C (-1.521, 0.950, -3.514)
H (1.393, 1.753, -5.116)
H (5.697, 1.115, 0.597)
H (3.690, 4.894, -0.028)
H (-0.332, 2.085, 4.052)
H (-2.688, 3.995, 0.947)
H (-2.591, 0.802, -3.685)
C (1.759, -2.095, -0.766)
C (0.929, -2.113, 0.450)
C (-0.095, -3.111, 0.485)
C (-0.501, -4.076, 1.513)
C (-1.590, -4.875, 0.996)
C (-1.927, -4.393, -0.340)
C (-1.040, -3.283, -0.649)
Fe (-1.995, -2.935, 1.000)
C (-2.102, -0.984, 1.263)
C (-2.025, -1.690, 2.527)
C (-3.133, -2.629, 2.585)
C (-3.886, -2.507, 1.349)
C (-3.253, -1.494, 0.533)
H (2.751, -1.772, -0.497)
H (1.814, -3.081, -1.244)
H (1.375, -1.393, -1.516)
H (1.273, -1.698, 1.396)
H (0.023, -4.160, 2.460)
H (-2.034, -5.739, 1.495)
H (-2.676, -4.815, -1.023)
H (-0.957, -2.691, -1.562)
H (-1.430, -0.199, 0.949)
H (-1.278, -1.502, 3.296)
H (-3.373, -3.276, 3.426)
H (-4.792, -3.051, 1.097)
H (-3.595, -1.145, -0.439)


(2)
Computed, not measured: a molecular structure, C30H20Cl2F5N5OReS, with ωB97M-V/def2-TZVPD.

Properties
Energy relative to the best compared isomer or geometry (same formula, charge and spin): 83.3 kJ/mol
Charge: +2
E_LUMO (alpha / beta): -6.097 / -7.540 eV
Calculated total energy: -3399.9507 Eh
Gap between HOMO and LUMO (alpha / beta): 7.4 / 6.1 eV
Multiplicity: 4

Geometry (Å):
Re (0.387, -0.921, 0.010)
N (1.908, -2.025, 3.706)
C (0.933, -1.205, 4.294)
C (0.696, -0.859, 5.620)
C (-0.349, 0.010, 5.841)
C (-1.133, 0.514, 4.785)
C (-0.890, 0.161, 3.475)
C (0.168, -0.712, 3.247)
N (0.678, -1.255, 2.055)
C (1.713, -2.012, 2.391)
C (2.505, -2.567, 1.304)
C (3.542, -3.425, 1.243)
S (4.030, -3.634, -0.379)
C (2.832, -2.573, -0.910)
N (2.104, -2.085, 0.066)
H (2.637, -2.523, 4.191)
H (1.291, -1.252, 6.435)
H (-0.578, 0.311, 6.854)
H (-1.950, 1.186, 5.013)
H (-1.506, 0.530, 2.665)
H (4.036, -3.947, 2.049)
H (2.676, -2.330, -1.952)
Cl (-0.723, -5.677, -1.153)
C (-0.558, -4.363, -2.236)
C (-0.621, -4.574, -3.618)
C (-0.524, -3.514, -4.494)
Cl (-0.648, -3.797, -6.183)
C (-0.350, -2.200, -4.014)
C (-0.341, -1.006, -4.794)
C (-0.331, 0.209, -4.187)
C (-0.269, 0.296, -2.766)
N (-0.070, -0.804, -2.033)
C (-0.237, -2.044, -2.639)
C (-0.373, -3.087, -1.729)
O (-0.354, -2.760, -0.428)
H (-0.767, -5.575, -3.999)
H (-0.406, -1.072, -5.873)
H (-0.406, 1.124, -4.764)
H (-0.578, 2.266, -2.770)
F (-1.278, 0.483, -0.180)
C (0.377, 2.122, 0.045)
C (1.202, 1.001, 0.304)
C (2.387, 1.220, 0.966)
F (3.219, 0.201, 1.261)
C (2.791, 2.470, 1.405)
F (3.931, 2.627, 2.050)
C (1.975, 3.549, 1.159)
F (2.334, 4.754, 1.550)
C (0.772, 3.371, 0.481)
F (0.078, 4.487, 0.262)
C (-2.007, 3.810, -1.758)
C (-2.146, 2.614, -0.794)
C (-3.289, 1.729, -1.329)
C (-2.515, 3.054, 0.630)
C (-0.852, 1.784, -0.776)
N (-0.440, 1.480, -2.152)
H (-2.788, 4.534, -1.522)
H (-2.182, 3.506, -2.795)
H (-1.057, 4.334, -1.697)
H (-4.161, 2.366, -1.480)
H (-3.570, 0.946, -0.625)
H (-3.053, 1.271, -2.291)
H (-3.575, 3.305, 0.654)
H (-1.962, 3.928, 0.961)
H (-2.365, 2.247, 1.350)


(3)
Computed, not measured: 3 unconnected molecules or ions with the total composition C30H20ClF11O3, with ωB97M-V/def2-TZVPD.

Properties
SMILES: O=C(Cl)CC1=CC(=O)c2cccc(CCC(F)(F)C(F)(F)C(F)(F)C(F)(F)F)c2C1=O.Fc1ccccc1.Fc1ccccc1
Charge: 0
E_LUMO: -1.574 eV
Calculated total energy: -2939.3549 Eh
Gap between HOMO and LUMO: 7.6 eV

Geometry (Å):
O (0.024, -3.099, 1.980)
C (0.458, -3.541, 0.885)
Cl (-0.694, -4.046, -0.437)
C (2.060, -3.640, 0.623)
C (2.483, -2.375, -0.265)
C (3.201, -2.467, -1.503)
C (3.521, -1.110, -2.324)
O (4.577, -0.931, -2.982)
C (2.378, 0.024, -2.191)
C (2.026, 1.002, -3.360)
C (0.910, 2.066, -3.160)
C (0.114, 2.130, -1.820)
C (0.432, 1.151, -0.628)
C (-0.343, 1.137, 0.765)
C (-1.926, 1.392, 0.663)
C (-2.679, 0.396, -0.367)
F (-1.935, -0.819, -0.593)
F (-2.813, 1.152, -1.593)
C (-4.091, -0.060, 0.245)
F (-4.903, 1.071, 0.604)
F (-3.782, -0.696, 1.504)
C (-4.890, -1.150, -0.619)
F (-4.295, -2.451, -0.591)
F (-6.165, -1.316, 0.036)
C (-5.223, -0.720, -2.127)
F (-5.703, 0.604, -2.122)
F (-6.291, -1.566, -2.576)
F (-4.159, -0.949, -3.028)
C (1.583, 0.119, -0.831)
C (2.055, -0.922, 0.306)
O (2.132, -0.650, 1.527)
H (2.343, -4.649, 0.157)
H (2.532, -3.527, 1.670)
H (3.514, -3.508, -1.889)
H (2.592, 0.936, -4.344)
H (0.648, 2.814, -3.984)
H (-0.723, 2.911, -1.682)
H (0.089, 2.013, 1.387)
H (-0.190, 0.197, 1.393)
H (-2.153, 2.462, 0.297)
H (-2.343, 1.332, 1.730)
F (-3.112, -0.621, 7.788)
C (-3.950, -0.853, 6.765)
C (-3.433, -1.203, 5.527)
C (-4.303, -1.448, 4.469)
C (-5.678, -1.329, 4.658)
C (-6.185, -0.972, 5.904)
C (-5.317, -0.737, 6.966)
H (-2.360, -1.283, 5.397)
H (-3.910, -1.730, 3.499)
H (-6.355, -1.516, 3.830)
H (-7.256, -0.875, 6.048)
H (-5.694, -0.467, 7.945)
F (4.753, 4.224, -3.727)
C (5.838, 3.462, -3.513)
C (7.020, 4.059, -3.104)
C (8.142, 3.269, -2.877)
C (8.071, 1.891, -3.071)
C (6.880, 1.302, -3.486)
C (5.755, 2.091, -3.703)
H (7.058, 5.134, -2.967)
H (9.070, 3.725, -2.550)
H (8.949, 1.276, -2.898)
H (6.828, 0.230, -3.641)
H (4.817, 1.649, -4.017)


(4)
Computed, not measured: a molecular structure, C30H20F3N7O2RhS2, with ωB97M-V/def2-TZVPD.

Properties
Energy relative to the best compared isomer or geometry (same formula, charge and spin): 228.3 kJ/mol
Charge: -1
E_LUMO (alpha / beta): 1.337 / 1.336 eV
Calculated total energy: -2895.6393 Eh
Gap between HOMO and LUMO (alpha / beta): 5.9 / 5.9 eV

Geometry (Å):
Rh (-0.237, 0.227, -0.154)
C (1.733, -4.955, -4.249)
C (1.327, -4.212, -3.011)
C (2.094, -4.242, -1.843)
C (1.741, -3.487, -0.754)
C (0.604, -2.639, -0.758)
N (0.414, -1.781, 0.265)
C (0.697, -2.113, 1.551)
C (0.191, -3.331, 2.054)
C (0.269, -3.661, 3.381)
C (0.883, -2.800, 4.290)
C (0.914, -3.135, 5.750)
C (1.423, -1.619, 3.814)
C (1.356, -1.252, 2.473)
N (1.946, -0.048, 2.063)
C (2.745, 0.769, 2.799)
C (3.057, 1.858, 2.019)
C (2.408, 1.632, 0.805)
N (1.753, 0.481, 0.846)
C (-0.214, -2.671, -1.923)
C (0.180, -3.440, -3.012)
N (-1.415, -1.959, -2.008)
C (-2.383, -2.134, -2.937)
C (-3.400, -1.253, -2.657)
C (-2.975, -0.560, -1.525)
N (-1.783, -1.004, -1.143)
H (2.251, -5.882, -4.005)
H (2.403, -4.340, -4.851)
H (0.862, -5.181, -4.864)
H (3.003, -4.827, -1.818)
H (2.374, -3.473, 0.124)
H (-0.302, -3.995, 1.358)
H (-0.166, -4.584, 3.737)
H (1.161, -4.185, 5.901)
H (-0.069, -2.952, 6.187)
H (1.644, -2.525, 6.277)
H (1.896, -0.956, 4.523)
H (3.059, 0.538, 3.796)
H (3.647, 2.710, 2.282)
H (2.403, 2.220, -0.091)
H (-0.386, -3.395, -3.925)
H (-2.321, -2.866, -3.712)
H (-4.314, -1.111, -3.197)
H (-3.493, 0.199, -0.967)
S (-1.075, 1.054, 2.133)
C (-1.169, 2.757, 1.911)
C (-1.152, 3.593, 3.030)
C (-1.263, 4.969, 2.907)
C (-1.209, 5.782, 4.052)
N (-1.159, 6.425, 5.004)
C (-1.426, 5.546, 1.617)
C (-1.401, 4.727, 0.500)
C (-1.243, 3.341, 0.616)
S (-1.094, 2.404, -0.818)
C (-1.577, 6.941, 1.506)
N (-1.693, 8.082, 1.439)
H (-1.046, 3.151, 4.010)
H (-1.488, 5.150, -0.492)
F (0.927, 1.602, -5.374)
C (0.463, 1.607, -4.104)
F (-0.828, 1.991, -4.194)
F (1.117, 2.607, -3.486)
C (0.586, 0.182, -3.385)
O (0.311, -0.766, -4.101)
O (0.936, 0.235, -2.198)